[1]
# C46H42BrN3O6P2PbS

A molecular structure, C46H42BrN3O6P2PbS (ωB97M-V/def2-TZVPD, the Open Molecules 2025 dataset).

Geometry as XYZ:
```
102
Properties=species:S:1:pos:R:3:lowdin_charge:R:1
Pb 0.483 1.243 1.764 1.229
O -0.375 -0.956 0.333 -0.425
P -0.271 -1.415 -1.068 0.730
C 0.691 -2.986 -1.192 -0.286
P 1.982 -3.118 0.077 0.709
O 3.008 -2.043 0.035 -0.340
C 2.762 -4.729 -0.282 -0.252
C 2.074 -5.891 -0.614 -0.087
C 2.758 -7.076 -0.842 -0.095
C 4.141 -7.113 -0.738 -0.106
C 4.838 -5.959 -0.410 -0.089
C 4.152 -4.770 -0.184 -0.067
C 1.154 -3.311 1.656 -0.280
C 0.135 -4.239 1.868 -0.083
C -0.490 -4.304 3.103 -0.080
C -0.104 -3.440 4.122 -0.069
C 0.913 -2.521 3.913 -0.057
C 1.546 -2.455 2.679 -0.075
C 0.488 -0.321 -2.284 -0.259
C -0.262 0.575 -3.038 -0.073
C 0.363 1.428 -3.938 -0.066
C 1.738 1.374 -4.103 -0.091
C 2.497 0.489 -3.342 -0.092
C 1.880 -0.348 -2.426 -0.076
C -1.900 -1.928 -1.664 -0.266
C -2.236 -2.132 -3.001 -0.089
C -3.513 -2.563 -3.335 -0.100
C -4.453 -2.788 -2.335 -0.100
C -4.117 -2.587 -1.004 -0.071
C -2.841 -2.158 -0.661 -0.058
H 1.173 -3.088 -2.165 0.078
H -0.032 -3.798 -1.072 0.060
H 0.993 -5.875 -0.704 0.093
H 2.212 -7.975 -1.100 0.097
H 4.674 -8.039 -0.919 0.094
H 5.918 -5.982 -0.330 0.097
H 4.678 -3.855 0.065 0.104
H -0.185 -4.902 1.071 0.090
H -1.296 -5.009 3.264 0.099
H -0.630 -3.455 5.070 0.107
H 1.182 -1.819 4.693 0.108
H 2.312 -1.711 2.484 0.064
H -1.330 0.653 -2.888 0.108
H -0.223 2.162 -4.474 0.105
H 2.225 2.045 -4.803 0.096
H 3.576 0.468 -3.443 0.099
H 2.483 -0.985 -1.785 0.077
H -1.501 -1.952 -3.778 0.104
H -3.779 -2.713 -4.374 0.093
H -5.456 -3.100 -2.600 0.093
H -4.855 -2.743 -0.226 0.108
H -2.581 -1.944 0.374 0.079
C 4.249 3.715 -2.417 -0.051
C 4.434 2.859 -1.190 -0.256
C 5.691 2.472 -0.741 -0.047
C 5.818 1.698 0.399 -0.119
C 4.645 1.344 1.057 -0.747
Br 4.760 0.279 2.636 0.706
N 3.456 1.689 0.657 0.030
C 3.343 2.427 -0.447 -0.083
H 4.862 4.617 -2.358 0.075
H 3.205 4.015 -2.524 0.076
H 4.542 3.174 -3.322 0.070
H 6.580 2.786 -1.281 0.110
H 6.781 1.382 0.776 0.087
H 2.318 2.695 -0.719 0.096
C -5.624 4.421 0.463 -0.064
C -4.997 3.280 1.221 -0.289
C -4.861 2.029 0.633 -0.062
C -4.159 1.012 1.267 -0.053
C -3.624 1.228 2.524 -0.259
C -3.785 2.461 3.148 -0.040
C -4.459 3.477 2.491 -0.041
S -2.685 -0.039 3.357 0.505
O -3.355 -0.202 4.642 -0.358
O -2.746 -1.185 2.466 -0.366
N -1.224 0.509 3.504 -0.325
C -0.909 1.196 4.772 -0.243
C -0.242 2.580 4.641 -0.709
O -0.328 3.307 5.643 -0.055
O 0.399 2.846 3.568 -0.233
H -6.367 4.063 -0.254 0.065
H -4.852 4.953 -0.102 0.079
H -6.105 5.132 1.139 0.066
H -5.265 1.864 -0.361 0.104
H -4.012 0.049 0.794 0.088
H -3.350 2.628 4.127 0.116
H -4.552 4.451 2.962 0.107
H -0.196 0.596 5.356 0.100
H -1.782 1.317 5.407 0.085
N -0.329 2.397 0.208 -0.229
C -0.675 3.353 -0.619 -0.510
C -1.885 3.326 -1.427 -0.099
C -2.187 4.285 -2.375 -0.183
C -1.343 5.376 -2.627 -0.199
C -0.180 5.473 -1.842 -0.180
C 0.140 4.533 -0.883 -0.097
H -2.561 2.502 -1.241 0.071
H -3.111 4.189 -2.947 0.075
H -1.592 6.126 -3.369 0.051
H 0.483 6.324 -1.984 0.072
H 1.036 4.648 -0.277 0.077
```

Computed properties:
2S+1 = 1
Net charge = -2
LUMO level = 3.572 eV
Energy = -6241.7012 Ha

=====

[2]
# C2H4N2OS

A single C2H4N2OS molecule (ωB97M-V/def2-TZVPD, the Open Molecules 2025 dataset).

Geometry as XYZ:
```
10
Properties=species:S:1:pos:R:3:lowdin_charge:R:1
C 0.380 -1.383 -0.073 -0.285
N -0.825 -1.459 -0.262 -0.301
S -1.973 -0.178 -0.153 0.859
C -0.661 1.187 0.131 -0.428
O 0.514 0.946 -0.572 -0.155
N 1.131 -0.130 0.103 -0.010
H 1.061 -2.054 0.251 0.084
H -0.560 1.300 1.119 0.031
H -1.062 2.151 -0.207 0.094
H 1.997 -0.380 -0.337 0.111
```

Computed properties:
2S+1 = 1
LUMO level = 0.815 eV
Energy = -661.4200 Ha
SMILES = C1=NSCON1

=====

[3]
# C2H9NO3

3 unconnected molecules or ions with the total composition C2H9NO3 (ωB97M-V/def2-TZVPD, the Open Molecules 2025 dataset).

Geometry as XYZ:
```
15
Properties=species:S:1:pos:R:3:lowdin_spin:R:1
O -0.935 -2.264 -0.151 0.013
C -0.378 -1.388 0.421 0.019
C -0.085 0.068 0.032 0.135
N 1.122 0.531 0.578 0.695
H -0.170 -1.526 1.506 0.006
H -0.161 0.304 -1.057 0.073
H -0.935 0.651 0.420 0.016
H 1.966 0.003 0.358 0.019
H 1.272 1.566 0.537 0.015
H -2.144 -1.277 -1.755 0.000
H -2.349 -1.056 -3.235 0.001
O -1.779 -0.795 -2.504 0.008
H 1.920 2.596 2.522 0.001
H 1.733 3.880 1.672 0.000
O 1.929 2.939 1.623 0.000
```

Computed properties:
2S+1 = 2
Net charge = +1
LUMO level (spin up / spin down) = -3.944 / -8.832 eV
Energy = -361.7166 Ha

=====

[4]
# C15H19BrN5OS2Tb

A molecular structure, C15H19BrN5OS2Tb (ωB97M-V/def2-TZVPD, the Open Molecules 2025 dataset).

Geometry as XYZ:
```
44
Properties=species:S:1:pos:R:3:lowdin_spin:R:1
Tb -0.193 0.046 0.648 4.241
N 2.230 -2.270 4.068 0.060
C 1.544 -1.294 3.430 0.025
S 2.281 -0.030 2.481 0.166
N 0.194 -1.378 3.631 0.487
N -0.423 -0.385 2.962 0.049
C -1.322 0.404 3.542 0.092
C -1.800 1.586 2.891 -0.002
C -2.736 2.500 3.479 0.028
C -3.092 3.651 2.789 -0.003
C -2.434 3.974 1.589 0.027
C -1.515 3.093 1.078 0.019
N -1.237 1.935 1.712 0.013
H 3.239 -2.244 4.040 0.002
H 1.773 -2.955 4.638 0.000
H -1.655 0.144 4.562 0.003
H -3.045 2.279 4.529 0.001
H -3.895 4.277 3.154 -0.001
H -2.605 4.894 1.033 0.001
H -0.921 3.312 0.167 0.009
C -0.217 -0.392 -5.401 0.000
C -0.269 0.240 -4.030 -0.010
C -1.269 1.152 -3.697 0.025
C -1.256 1.723 -2.426 0.071
C -0.395 1.221 -1.447 0.533
Br -2.755 -0.837 0.110 -0.003
N 0.594 0.362 -1.744 0.107
C 0.688 -0.041 -3.035 0.036
H -0.393 0.302 -6.221 -0.001
H -0.979 -1.181 -5.493 0.000
H 0.768 -0.850 -5.607 0.000
H -2.114 1.356 -4.368 0.005
H -1.934 2.540 -2.215 0.002
H 1.528 -0.702 -3.272 0.001
C 1.790 -3.913 -1.047 0.001
S 2.136 -2.631 0.165 0.004
C 3.268 -1.542 -0.673 0.005
O 0.753 -1.942 0.229 0.003
H 1.247 -3.426 -1.849 0.000
H 1.188 -4.654 -0.518 0.000
H 2.721 -4.362 -1.413 0.000
H 3.784 -2.030 -1.525 0.000
H 3.999 -1.264 0.039 0.001
H 2.726 -0.665 -0.984 0.001
```

Computed properties:
2S+1 = 7
Net charge = +2
LUMO level (spin up / spin down) = -7.334 / -9.167 eV
Energy = -5126.1809 Ha

=====

[5]
# C37H46F3N4S4SbTa

A molecular structure, C37H46F3N4S4SbTa (ωB97M-V/def2-TZVPD, the Open Molecules 2025 dataset).

Geometry as XYZ:
```
96
Properties=species:S:1:pos:R:3:lowdin_charge:R:1
Ta 0.393 0.599 0.831 1.170
C 3.128 2.761 -0.540 -0.427
C 2.517 3.770 0.404 -0.412
S 0.847 3.292 0.968 0.914
C 1.017 3.632 2.739 -0.460
C 1.923 2.671 3.491 -0.411
S 1.680 0.901 3.094 0.808
C 3.382 0.384 2.744 -0.447
C 4.026 1.076 1.555 -0.408
S 2.979 1.068 0.063 0.921
H 2.637 2.753 -1.513 0.066
H 4.188 2.965 -0.702 0.119
H 3.134 3.929 1.286 0.083
H 2.409 4.731 -0.101 0.111
H 1.394 4.652 2.839 0.118
H 0.002 3.640 3.129 0.024
H 2.973 2.888 3.305 0.083
H 1.763 2.776 4.564 0.107
H 3.968 0.557 3.649 0.115
H 3.320 -0.694 2.605 0.078
H 4.282 2.112 1.771 0.083
H 4.956 0.565 1.301 0.110
C 2.350 -0.555 -3.520 -0.006
C 1.718 0.810 -3.445 -0.196
C 2.017 1.760 -4.420 -0.003
C 1.436 3.019 -4.413 -0.030
C 0.533 3.356 -3.417 -0.041
C 0.222 2.436 -2.425 -0.047
C 0.813 1.179 -2.443 -0.216
N 0.572 0.180 -1.375 -0.074
C -0.499 -0.821 -1.599 -0.388
N -1.730 -0.300 -1.802 0.151
C -2.217 0.831 -1.133 -0.229
C -1.519 1.429 -0.067 -0.329
C -2.108 2.620 0.419 -0.286
C -3.295 3.133 -0.055 -0.048
C -3.976 2.463 -1.065 0.004
C -3.448 1.318 -1.622 -0.189
C -4.150 0.615 -2.750 -0.013
N -0.088 -2.016 -1.620 0.187
C -0.967 -3.127 -1.698 -0.215
C -2.193 -3.159 -1.029 -0.060
C -2.990 -4.290 -1.085 -0.064
C -2.567 -5.391 -1.816 -0.039
C -1.344 -5.358 -2.471 -0.013
C -0.519 -4.240 -2.422 -0.204
C 0.787 -4.226 -3.164 -0.033
H 3.081 -0.585 -4.325 0.100
H 1.609 -1.333 -3.705 0.080
H 2.888 -0.832 -2.606 0.068
H 2.714 1.497 -5.205 0.130
H 1.681 3.729 -5.191 0.126
H 0.058 4.328 -3.413 0.123
H -0.492 2.704 -1.661 0.083
H 1.381 -0.441 -1.423 0.042
H -2.408 -0.945 -2.186 0.136
H -1.625 3.199 1.194 0.001
H -3.695 4.049 0.359 0.124
H -4.916 2.851 -1.438 0.133
H -5.063 1.140 -3.019 0.096
H -4.437 -0.406 -2.479 0.095
H -3.518 0.561 -3.639 0.100
H -2.512 -2.318 -0.423 0.094
H -3.933 -4.315 -0.556 0.118
H -3.186 -6.275 -1.874 0.121
H -1.019 -6.223 -3.037 0.126
H 1.117 -5.240 -3.381 0.089
H 1.565 -3.713 -2.596 0.055
H 0.687 -3.706 -4.120 0.091
F 0.122 -5.722 2.332 0.192
C -0.216 -4.441 2.303 -0.601
F -1.440 -4.327 1.775 0.158
F -0.269 -3.981 3.565 0.156
C 0.795 -3.631 1.514 -0.069
C 1.925 -4.211 0.964 0.080
C 2.846 -3.414 0.294 0.013
C 2.622 -2.057 0.213 -0.132
N 1.532 -1.482 0.754 -0.125
C 0.632 -2.264 1.361 -0.591
S -0.738 -1.287 1.854 0.704
H 2.081 -5.278 1.061 0.150
H 3.732 -3.841 -0.153 0.136
H 3.325 -1.416 -0.299 0.078
C -2.314 3.168 3.866 -0.244
Sb -1.647 1.283 3.144 1.304
C -1.188 0.375 5.001 -0.277
C -3.468 0.362 2.589 -0.247
H -3.249 2.948 4.380 0.039
H -2.499 3.887 3.073 0.022
H -1.604 3.568 4.588 0.028
H -2.113 0.349 5.577 0.038
H -0.452 0.971 5.539 0.016
H -0.814 -0.636 4.863 0.007
H -4.257 0.856 3.154 0.038
H -3.441 -0.694 2.848 0.017
H -3.635 0.494 1.522 0.011
```

Computed properties:
2S+1 = 1
Net charge = +3
LUMO level = -9.818 eV
Energy = -3845.3312 Ha